w | {
  "formula": "C16H40O8",
  "method": "ωB97M-V with the def2-TZVPD basis set",
  "e_homo_ev": -7.7,
  "elements": ["O", "O", "O", "O", "O", "O", "O", "O", "C", "C", "C", "C", "C", "C", "C", "C", "C", "C", "C", "C", "C", "C", "C", "C", "H", "H", "H", "H", "H", "H", "H", "H", "H", "H", "H", "H", "H", "H", "H", "H", "H", "H", "H", "H", "H", "H", "H", "H", "H", "H", "H", "H", "H", "H", "H", "H", "H", "H", "H", "H", "H", "H", "H", "H"],
  "coordinates": [[2.075, -2.353, -2.138], [-0.560, -0.462, -3.321], [2.259, -0.216, 0.935], [0.002, 1.663, -1.553], [-5.358, -2.971, 2.656], [-3.916, -1.401, 0.202], [1.272, 3.273, 3.108], [3.430, 2.459, 1.299], [-0.513, 0.273, -4.602], [-3.552, -1.170, -1.184], [1.584, -2.390, -3.455], [-6.103, -1.762, 2.453], [-3.817, -2.735, 0.601], [4.435, 1.447, 1.038], [-0.958, 0.707, -1.270], [2.313, -1.357, 0.078], [1.137, 3.108, 1.648], [2.367, 4.029, 3.560], [0.810, 1.979, -0.419], [2.797, -0.368, 2.250], [2.067, 2.002, 1.291], [-4.012, -2.930, 2.112], [2.291, -1.146, -1.480], [-1.659, -0.002, -2.459], [-4.491, -3.366, 0.022], [-6.845, -1.733, 3.251], [1.861, 1.759, 0.249], [-3.544, -3.846, 2.473], [2.399, -2.063, -4.100], [3.802, -0.785, 2.188], [-3.614, -0.116, -1.458], [0.192, 2.031, 0.477], [1.492, 1.153, -0.217], [-3.398, -2.151, 2.563], [0.151, 2.652, 1.561], [2.828, 0.492, 2.919], [-6.682, -1.735, 1.530], [0.773, -1.670, -3.570], [4.488, 0.582, 1.699], [1.914, 1.138, 1.938], [2.213, -1.116, 2.787], [1.623, -2.131, 0.413], [1.383, -0.595, -1.726], [1.407, 2.889, -0.483], [1.195, -3.375, -3.714], [2.632, 4.674, 2.723], [-0.284, 1.326, -4.439], [-1.612, 0.987, -0.445], [0.270, -0.115, -5.253], [-4.360, -1.605, -1.771], [3.296, -1.813, 0.201], [3.201, 3.375, 3.816], [-2.552, -1.461, -1.504], [-0.340, -0.112, -0.902], [4.356, 1.133, -0.003], [-2.323, 0.613, -3.067], [1.337, 4.050, 1.138], [-2.230, -0.844, -2.067], [3.233, -0.709, -1.812], [5.411, 1.927, 1.101], [2.144, 4.614, 4.452], [-5.474, -0.883, 2.591], [-1.423, 0.197, -5.197], [-2.819, -3.043, 0.286]]
}

x | {
  "formula": "C16H40O8",
  "method": "ωB97M-V with the def2-TZVPD basis set",
  "smiles": "COCCOC.COCCOC.COCCOC.COCCOC",
  "e_homo_ev": -9.3,
  "elements": ["O", "O", "O", "O", "O", "O", "O", "O", "C", "C", "C", "C", "C", "C", "C", "C", "C", "C", "C", "C", "C", "C", "C", "C", "H", "H", "H", "H", "H", "H", "H", "H", "H", "H", "H", "H", "H", "H", "H", "H", "H", "H", "H", "H", "H", "H", "H", "H", "H", "H", "H", "H", "H", "H", "H", "H", "H", "H", "H", "H", "H", "H", "H", "H"],
  "coordinates": [[-7.542, -2.315, 21.058], [-9.451, 0.846, 20.563], [-3.305, 4.240, 22.583], [-3.815, 0.641, 17.801], [-2.107, 2.287, 24.447], [-4.366, 5.958, 17.155], [-5.685, 1.159, 20.272], [-5.057, 8.674, 17.987], [-4.388, 5.160, 22.199], [-3.339, 4.995, 17.347], [-9.124, -0.533, 20.272], [-4.610, 0.195, 20.015], [-5.640, 2.378, 19.414], [-8.237, -1.071, 21.405], [-6.764, -2.820, 22.113], [-2.919, 1.939, 23.324], [-3.990, 8.670, 17.036], [-1.175, 1.246, 24.817], [-5.271, 6.254, 18.237], [-3.915, 3.033, 22.936], [-3.755, 0.209, 16.515], [-4.521, -0.321, 18.656], [-9.949, 1.518, 19.447], [-6.013, 7.642, 18.035], [-0.794, 1.363, 25.832], [-1.484, 0.210, 24.678], [-9.971, -1.212, 20.173], [-5.569, -0.353, 18.360], [-4.588, -0.437, 16.239], [-4.187, -1.358, 18.702], [-4.599, 6.273, 19.094], [-4.105, 6.186, 22.434], [-2.901, -0.469, 16.505], [-3.391, 0.970, 23.486], [-4.630, -0.696, 20.642], [-0.380, 1.291, 24.072], [-6.644, 7.517, 17.155], [-2.954, 4.535, 16.437], [-8.619, -0.796, 19.342], [-7.487, -0.332, 21.690], [-4.556, 2.657, 22.138], [-6.659, 7.923, 18.867], [-4.473, 5.210, 21.113], [-2.325, 1.794, 22.422], [-3.674, 1.054, 15.831], [-3.705, 0.743, 20.277], [-7.039, -2.593, 23.143], [-6.528, -3.884, 22.100], [-10.273, 2.546, 19.605], [-5.397, 5.145, 22.613], [-6.279, 3.190, 19.760], [-3.614, 9.692, 16.981], [-2.621, 5.405, 18.058], [-5.800, -2.313, 22.089], [-9.360, 1.571, 18.531], [-10.834, 0.915, 19.243], [-3.128, 8.040, 17.255], [-8.937, -1.207, 22.229], [-4.632, 2.761, 19.570], [-4.379, 8.387, 16.058], [-5.859, 2.183, 18.364], [-6.076, 5.538, 18.402], [-4.519, 3.267, 23.812], [-3.767, 4.229, 17.995]]
}

y | {
  "formula": "C16H40O8",
  "method": "ωB97M-V with the def2-TZVPD basis set",
  "smiles": "COCCOC.COCCOC.COCCOC.COCCOC",
  "e_homo_ev": -9.3,
  "elements": ["O", "O", "O", "O", "O", "O", "O", "O", "C", "C", "C", "C", "C", "C", "C", "C", "C", "C", "C", "C", "C", "C", "C", "C", "H", "H", "H", "H", "H", "H", "H", "H", "H", "H", "H", "H", "H", "H", "H", "H", "H", "H", "H", "H", "H", "H", "H", "H", "H", "H", "H", "H", "H", "H", "H", "H", "H", "H", "H", "H", "H", "H", "H", "H"],
  "coordinates": [[-3.185, 1.646, 2.709], [-0.260, -1.999, -2.662], [1.228, -4.308, -3.049], [-5.979, 1.421, 2.245], [2.843, -3.100, 1.043], [2.435, 2.115, -2.084], [0.481, -1.471, 1.891], [2.274, 4.827, -0.485], [1.834, -2.654, 0.140], [-0.747, -0.726, -2.981], [-0.843, -3.106, -3.290], [2.034, 3.455, -2.388], [2.856, 4.548, -1.719], [-5.369, 2.645, 2.605], [0.540, -2.510, 0.951], [1.879, -5.542, -2.716], [4.106, -3.034, 0.421], [-7.169, 1.585, 1.509], [2.206, 1.762, -0.744], [-4.173, 2.338, 3.452], [-0.149, -4.325, -2.672], [2.967, 5.743, 0.325], [-2.172, 1.132, 3.540], [1.508, -1.256, 2.806], [-6.135, 3.203, 3.163], [-7.009, 1.670, 0.434], [3.092, 6.681, -0.227], [-2.673, 0.603, 4.365], [-0.167, -2.333, 0.134], [2.528, -1.156, 2.417], [4.425, -2.012, 0.199], [4.873, -3.433, 1.091], [-7.849, 0.775, 1.763], [-1.847, -0.806, -2.981], [0.299, -3.413, 1.523], [-4.458, 1.665, 4.272], [-3.729, 3.230, 3.907], [2.864, 5.423, -2.385], [-0.633, -5.188, -3.146], [1.601, -2.109, 3.492], [1.338, -0.322, 3.339], [2.131, -1.688, -0.292], [-0.542, -0.300, -3.975], [1.758, -3.355, -0.700], [-1.918, -3.227, -3.099], [-7.684, 2.505, 1.817], [3.026, 1.885, -0.028], [-1.652, 1.839, 4.208], [-0.339, -0.040, -2.242], [1.148, -6.348, -2.670], [1.301, 2.158, -0.275], [3.885, 4.172, -1.624], [2.502, 6.031, 1.268], [-0.678, -3.049, -4.370], [0.986, 3.512, -2.081], [2.358, -5.435, -1.738], [3.922, 5.295, 0.624], [-1.439, 0.588, 2.960], [2.034, 0.678, -0.763], [2.115, 3.534, -3.472], [-0.306, -4.413, -1.595], [2.658, -5.652, -3.466], [4.189, -3.671, -0.467], [-5.124, 3.316, 1.773]]
}

Energy ordering: y at the bottom, the next structure 177.3 kJ/mol above.

w | {
  "formula": "C7H8N2O2",
  "method": "ωB97M-V with the def2-TZVPD basis set",
  "smiles": "CC(C)=C1C=C(O)C(=O)N=N1",
  "e_homo_ev": -8.7,
  "elements": ["O", "O", "N", "N", "C", "C", "C", "C", "C", "C", "C", "H", "H", "H", "H", "H", "H", "H", "H"],
  "coordinates": [[2.166, -1.055, -2.600], [3.877, -1.197, -0.337], [1.121, 0.094, 1.312], [2.328, -0.352, 1.104], [-1.143, 0.428, 0.598], [2.748, -0.762, -0.178], [0.172, 0.117, 0.239], [0.589, -0.214, -1.118], [-2.337, 0.353, -0.360], [-1.513, 0.838, 2.017], [1.852, -0.701, -1.325], [3.137, -1.237, -2.663], [-2.890, 1.302, -0.340], [-0.085, -0.130, -1.987], [-3.013, -0.451, -0.034], [-2.251, 0.124, 2.363], [-2.058, 0.148, -1.403], [-0.686, 0.875, 2.735], [-2.013, 1.821, 1.975]]
}

x | {
  "formula": "C7H8N2O2",
  "method": "ωB97M-V with the def2-TZVPD basis set",
  "e_homo_ev": -8.6,
  "elements": ["O", "O", "N", "N", "C", "C", "C", "C", "C", "C", "C", "H", "H", "H", "H", "H", "H", "H", "H"],
  "coordinates": [[1.362, -2.131, -0.326], [0.062, -0.951, -2.139], [-1.047, 0.925, -1.794], [-1.484, 1.098, -3.107], [-0.057, 0.779, 2.314], [1.284, -1.250, 1.919], [0.819, -0.277, 2.781], [0.047, -0.118, 0.099], [0.867, -1.180, 0.534], [-0.307, -0.117, -1.368], [-0.400, 0.824, 1.054], [-0.339, 1.699, 2.876], [1.298, -0.334, 3.970], [-2.055, 0.491, -3.464], [-0.678, 0.889, -3.621], [-1.388, 1.825, -1.176], [-0.985, 1.733, 0.696], [1.101, -1.798, -1.463], [1.898, -2.105, 2.214]]
}

Energy ordering: w at the bottom, the next structure 28.5 kJ/mol above.